DFT (ωB97M-V with the def2-TZVPD basis set) results for a structure of composition C10H14N2PSr at a distorted geometry.

ORCA input file:
```
! wB97M-V def2-TZVPD RIJCOSX def2/J DEFGRID3
* xyz -1 1
C 0.5607 1.5366 -0.7089
C 1.8978 1.9995 -0.5944
C 1.9519 2.9452 0.4750
C 0.6387 3.0911 1.0117
C -0.2285 2.2007 0.3025
Sr -1.8592 -1.1172 0.4913
P -0.6188 -2.3330 -1.9353
H 0.1788 0.8768 -1.4910
H 2.7409 1.7049 -1.2202
H 2.8381 3.4647 0.8415
H -1.3186 2.1038 0.4047
H 0.3319 3.7702 1.8046
H 0.1648 -3.5351 -1.9318
H 0.1835 -1.6542 -2.9179
H -1.5851 -2.8384 -2.8803
N 0.2633 0.3069 3.3879
C -0.0212 -1.0286 3.4796
C -0.0071 -1.7515 4.6821
C -0.3693 -3.1007 4.6269
C -0.6414 -3.7031 3.3971
C -0.5479 -2.9546 2.2323
N -0.4017 -1.5936 2.3103
H 0.5221 0.6760 2.4716
H 0.6593 0.7551 4.2064
H 0.2853 -1.2310 5.5873
H -0.4191 -3.6826 5.5503
H -0.9345 -4.7529 3.3204
H -0.5181 -3.3799 1.2148
*
```

## Properties
ΔE to the lowest compared entry with this formula, charge and spin: 0.1610 eV
HOMO-LUMO gap (spin up / spin down): 3.86 / 4.24 eV
LUMO energy (spin up / spin down): 2.37 / 2.72 eV

---

DFT (ωB97M-V with the def2-TZVPD basis set) results for the ion C10H14N3 with charge +1 at a distorted geometry.

ORCA input file:
```
! wB97M-V def2-TZVPD RIJCOSX def2/J DEFGRID3
* xyz 1 1
C 1.6563 0.3229 3.1514
C 1.9869 1.4016 2.2831
C 0.5806 -0.5115 3.0170
C 1.1872 1.5286 1.1967
C -0.2346 -0.3800 1.8795
C 0.0585 0.6991 0.9610
C 0.1685 -0.2988 -1.8049
C -0.6698 1.0438 -0.1461
C -1.2682 0.0931 -1.0832
C -2.3135 0.6792 -2.0883
N 0.8501 0.5289 -2.4597
N 0.6068 -1.4763 -1.4795
N -0.2403 -2.5818 -1.2186
H 2.3520 0.0718 4.0101
H 2.6343 2.2312 2.5498
H 0.4711 -1.3048 3.8418
H 1.3783 2.2253 0.4005
H -1.0003 -1.1237 1.5729
H -0.4858 2.0636 -0.4395
H -1.6266 -0.8679 -0.6118
H -3.3747 0.4054 -1.6923
H -2.2169 0.0754 -2.9766
H -2.3731 1.7433 -2.3644
H 0.7478 1.4797 -2.4241
H 1.5765 -1.7871 -1.6600
H 0.1062 -3.0922 -0.4307
H -0.5572 -3.1685 -1.9840
*
```

## Properties
ΔE to the lowest compared entry with this formula, charge and spin: 4.2207 eV
HOMO-LUMO gap (spin up / spin down): 7.07 / 7.07 eV
LUMO energy (spin up / spin down): -5.81 / -5.81 eV

---

DFT (ωB97M-V with the def2-TZVPD basis set) results for the ion C10H14N5 with charge +1 at a distorted geometry.

ORCA input file:
```
! wB97M-V def2-TZVPD RIJCOSX def2/J DEFGRID3
* xyz 1 1
C 0.7082 2.4534 -1.2468
C -0.3391 1.2718 -1.2848
N -0.9453 0.8931 -0.0590
N -1.4052 1.8945 0.8364
C -0.8537 -0.3550 0.5281
C -1.4346 -0.5378 1.8151
C -2.1038 0.5701 2.3383
N -2.6853 1.0941 3.2408
C -0.1358 -1.4079 -0.2223
C -0.6725 -2.4811 -0.9391
N 0.0344 -3.3842 -1.6026
C 1.3548 -3.2383 -1.7244
N 1.9715 -2.4289 -0.9373
C 1.2757 -1.4871 -0.2460
C 2.2582 -0.6341 0.6112
H 1.3480 2.3492 -2.1100
H 0.3666 3.4966 -1.1925
H 1.3613 2.1915 -0.4336
H 0.3236 0.4947 -1.7276
H -1.0486 1.5855 -2.0708
H -0.5704 2.5601 0.9883
H -2.1268 2.5299 0.4369
H -1.6790 -1.4448 2.2235
H -2.9084 1.9004 3.7710
H -1.6326 -2.7252 -0.9365
H 2.0246 -3.8040 -2.4391
H 1.7422 0.1803 1.1196
H 2.7452 -1.3325 1.2593
H 3.0267 -0.2044 0.0040
*
```

## Properties
ΔE to the lowest compared entry with this formula, charge and spin: 3.9599 eV
HOMO-LUMO gap: 8.60 eV
LUMO energy: -3.94 eV

---

DFT (ωB97M-V with the def2-TZVPD basis set) results for an isolated molecule of C10H14N6O at a distorted geometry.

ORCA input file:
```
! wB97M-V def2-TZVPD RIJCOSX def2/J DEFGRID3
* xyz 0 1
C -3.3238 -1.2456 -0.3468
C -2.0780 -1.7063 0.3980
O -0.8932 -1.1063 -0.0973
C -0.7259 0.2593 0.0228
C -1.3107 1.0284 1.0194
C -1.0153 2.3774 1.1174
C -0.1340 2.9666 0.2309
C 0.4457 2.2014 -0.7660
C 0.1512 0.8536 -0.8948
C 0.8081 0.0218 -1.9684
N 1.6699 -1.0366 -1.4415
N 2.5603 -0.5620 -0.5014
N 3.5807 0.2558 -0.7997
N 4.1933 0.4986 0.2787
N 3.6415 -0.1196 1.3175
C 2.6051 -0.7785 0.8426
N 1.7626 -1.6218 1.5032
H -3.4764 -0.1764 -0.2167
H -3.2204 -1.4531 -1.4091
H -4.1924 -1.7751 0.0338
H -1.9171 -2.7766 0.2407
H -2.1825 -1.5302 1.4760
H -1.9896 0.5847 1.7310
H -1.4741 2.9620 1.9002
H 0.1055 4.0147 0.3160
H 1.1404 2.6518 -1.4588
H 1.4335 0.6586 -2.5979
H 0.0586 -0.4739 -2.5884
H 1.1176 -1.7772 -1.0154
H 1.8517 -1.5608 2.5050
H 0.8077 -1.6347 1.1691
*
```

## Properties
ΔE to the lowest compared entry with this formula, charge and spin: 0.2007 eV
HOMO-LUMO gap: 9.46 eV
LUMO energy: 0.51 eV

---

DFT (ωB97M-V with the def2-TZVPD basis set) results for a structure of composition C10H14NO10Re.

ORCA input file:
```
! wB97M-V def2-TZVPD RIJCOSX def2/J DEFGRID3
* xyz 1 2
Re -0.3814 0.9106 -0.2436
O 1.1078 -1.9801 -0.1977
C 0.4802 -2.4365 0.9938
C 0.3039 -1.3520 2.0370
N -0.6097 -0.2283 1.6729
C -2.0232 -0.6731 1.6405
C -2.8930 0.3603 0.9420
O -4.0766 0.3838 0.9840
O -2.1692 1.2806 0.2098
C -0.4231 0.8380 2.6962
C 0.7238 1.7194 2.2715
O 1.5308 2.2341 2.9641
O 0.7337 1.8884 0.8914
H 2.0456 -1.8466 -0.0204
H 1.0595 -3.2419 1.4503
H -0.4746 -2.8671 0.6922
H 1.2733 -0.9168 2.2898
H -0.0911 -1.8128 2.9496
H -2.4188 -0.8602 2.6407
H -2.0929 -1.5992 1.0705
H -0.2440 0.4172 3.6849
H -1.3185 1.4622 2.7420
O -0.6078 -1.6101 -3.5390
C -0.2271 -0.8605 -2.5567
O -0.9716 -0.5359 -1.6291
C 1.1987 -0.4171 -2.5883
O 1.4150 0.5141 -1.5333
C 1.8327 1.8477 -1.9807
C 0.6020 2.6616 -2.3430
O 0.6286 3.5723 -3.1129
O -0.4886 2.2479 -1.6897
H -1.5460 -1.8529 -3.4500
H 1.4394 0.0109 -3.5619
H 1.8163 -1.3044 -2.4348
H 2.5233 1.7542 -2.8142
H 2.3427 2.2920 -1.1277
*
```

## Properties
<S²>: 0.757
ΔE to the lowest compared entry with this formula, charge and spin: 0.7409 eV
HOMO-LUMO gap (spin up / spin down): 7.50 / 7.29 eV
LUMO energy (spin up / spin down): -4.91 / -4.81 eV

---

DFT (ωB97M-V with the def2-TZVPD basis set) results for a structure of composition C10H14NO4PY at a distorted geometry.

ORCA input file:
```
! wB97M-V def2-TZVPD RIJCOSX def2/J DEFGRID3
* xyz 3 1
Y 0.2567 -0.3856 -0.6760
O 4.3445 -1.5901 0.5674
C 3.1120 -1.5868 0.2191
O 2.5636 -0.7008 -0.4661
C 2.3058 -2.7578 0.6500
C 2.7753 -3.9180 1.2458
C 1.8524 -4.9367 1.4810
C 0.5185 -4.7630 1.1074
C 0.1570 -3.5534 0.5367
N 1.0355 -2.5826 0.3215
C -1.1706 -3.1360 -0.0045
O -2.2806 -3.7028 0.2904
O -1.1727 -2.1693 -0.7942
H 4.8538 -0.8166 0.2492
H 3.8203 -4.0307 1.5047
H 2.1719 -5.8644 1.9390
H -0.1905 -5.5703 1.2461
H -2.2415 -4.4421 0.9243
C 1.2135 1.3259 -4.1100
P -0.1058 0.3072 -3.4244
C -0.0442 -1.3615 -4.1267
C -1.7294 1.0267 -3.7459
H 1.1525 1.3055 -5.2010
H 2.1918 0.9477 -3.8153
H 1.1006 2.3597 -3.7831
H -0.1714 -1.3224 -5.2116
H -0.8553 -1.9663 -3.7186
H 0.9176 -1.8347 -3.9216
H -1.9069 1.0345 -4.8246
H -1.7750 2.0553 -3.3883
H -2.5158 0.4320 -3.2807
*
```

## Properties
ΔE to the lowest compared entry with this formula, charge and spin: 0.3212 eV
HOMO-LUMO gap: 7.88 eV
LUMO energy: -11.69 eV

---

DFT (ωB97M-V with the def2-TZVPD basis set) results for a structure of composition C10H14NOPS at a distorted geometry.

ORCA input file:
```
! wB97M-V def2-TZVPD RIJCOSX def2/J DEFGRID3
* xyz 0 1
C -4.0622 -2.1141 0.8303
C -3.9781 -0.9201 1.4347
C -3.5711 -2.2739 -0.4933
C -3.2814 0.0965 0.8781
C -2.9360 -1.2742 -1.0868
C -2.7211 -0.0453 -0.3730
C 3.1840 0.4298 0.8787
C 2.3094 0.9628 -0.2467
C 0.8708 0.4767 -0.0161
C 0.1402 0.2226 -1.3143
N -1.6443 2.5030 -0.1862
O -0.4943 2.9927 -0.0771
P -1.9477 1.2443 -1.3338
S -2.8945 3.2604 0.4953
H -4.6015 -2.9279 1.2927
H -4.5611 -0.6355 2.3837
H -4.0181 -3.0317 -1.1366
H -3.3160 1.0816 1.2934
H -2.7036 -1.2595 -2.1083
H 3.1887 1.0747 1.6263
H 2.9065 -0.5607 1.1307
H 4.1372 0.5404 0.5384
H 2.7980 0.4330 -1.1224
H 2.4081 1.9822 -0.4284
H 0.8999 -0.4859 0.6510
H 0.3951 1.3277 0.5836
H 0.6055 0.7753 -2.1115
H -0.3035 -0.7088 -1.6068
*
```

## Properties
ΔE to the lowest compared entry with this formula, charge and spin: 2.3928 eV
HOMO-LUMO gap (spin up / spin down): 7.16 / 7.16 eV
LUMO energy (spin up / spin down): -1.18 / -1.18 eV

---

DFT (ωB97M-V with the def2-TZVPD basis set) results for a structure of composition C10H14O at a distorted geometry.

ORCA input file:
```
! wB97M-V def2-TZVPD RIJCOSX def2/J DEFGRID3
* xyz 0 1
C -1.3301 1.3604 -0.1105
C -1.5426 0.7938 1.0154
C -0.6308 -0.6877 -1.5261
C 1.7905 -0.2680 -1.5512
C -0.4032 0.7814 -1.2229
C -0.9213 -0.4438 1.5377
C 0.6888 -0.9004 -0.7880
C 0.9865 0.5327 -0.6455
C -1.2764 -1.7158 1.2426
C 1.6186 1.3301 0.3843
O -0.1420 -0.1920 2.6693
H -2.0549 2.0492 -0.4957
H -2.1826 1.3541 1.6085
H -1.5414 -1.0644 -1.0483
H -0.6473 -1.1562 -2.6258
H 2.6927 -0.5948 -1.0040
H 1.7432 -0.1394 -2.7121
H -0.3436 1.5046 -2.0463
H -1.7693 -2.0488 0.3161
H -0.9690 -2.4318 2.0243
H 0.8279 -1.6967 -0.1489
H 2.1431 2.1979 -0.1362
H 2.3423 0.7683 0.9491
H 1.0011 1.6035 1.1484
H 0.3280 -0.9419 2.8706
*
```

## Properties
ΔE to the lowest compared entry with this formula, charge and spin: 4.9815 eV
HOMO-LUMO gap: 9.65 eV
LUMO energy: 0.90 eV

---

Question: Among the records above, which one has the highest ΔE to the lowest compared entry with this formula, charge and spin?
Answer: C10H14O

---

Question: What is the ΔE to the lowest compared entry with this formula, charge and spin in the fifth record?
Answer: 0.7409 eV

---

Question: Which value of ΔE to the lowest compared entry with this formula, charge and spin does entry 8 give?
Answer: 4.9815 eV